The following is a quantum chemistry calculation of C2H7NO2S in the gas phase at a distorted geometry, from the OMol25 dataset.

- DFT total energy (hartree) = -683.65531
- HOMO level (hartree) = -0.325
- SMILES = C=[S@H](=O)OCN
- total charge = 0

Atoms and positions in Å:
C  0.607  1.058  -0.564
C  -2.078  -0.241  0.335
N  1.987  0.954  0.027
O  0.028  -0.203  -0.932
O  0.192  -1.292  1.416
S  -0.643  -1.119  0.248
H  0.835  1.453  -1.593
H  -0.065  1.653  -0.003
H  -2.906  -0.704  0.020
H  -2.103  -0.220  1.376
H  1.900  0.427  0.915
H  2.701  0.459  -0.544
H  -0.453  -2.226  -0.702